Computed, not measured: a molecular structure, F5Li4Sr at a distorted geometry, with ωB97M-V with the def2-TZVPD basis set.

Summary:
Gap between HOMO and LUMO   5.43 eV
HOMO level   -0.3815 Ha
Energy relative to the best compared isomer or geometry (same formula, charge and spin)   8.241 eV

The geometry in ORCA input format:
```
! wB97M-V def2-TZVPD RIJCOSX def2/J DEFGRID3
* xyz 1 1
Sr 0.52 2.18 -3.14
Li -0.39 0.14 -0.20
Li 1.20 2.45 2.46
Li -1.63 -2.10 2.56
Li 2.32 -2.51 0.60
F -0.40 -2.66 0.25
F -0.29 0.17 2.44
F -1.67 -0.58 -3.05
F -1.75 2.98 -0.77
F 2.09 -0.08 -1.14
*
```

Löwdin atomic charge list, values in e, 8 entries: atom 1 (Sr): 1.636, atom 2 (Li): 0.713, atom 3 (Li): 0.911, atom 4 (Li): 0.870, atom 5 (Li): 0.880, atom 6 (F): -0.803, atom 7 (F): -0.815, atom 8 (F): -0.787


Computed, not measured: 7 unconnected molecules or ions with the total composition C90H61INO13 at a distorted geometry, with ωB97M-V with the def2-TZVPD basis set.

Summary:
Gap between HOMO and LUMO   7.36 eV
HOMO level   -0.3911 Ha
Energy relative to the best compared isomer or geometry (same formula, charge and spin)   3.557 eV

The geometry in ORCA input format:
```
! wB97M-V def2-TZVPD RIJCOSX def2/J DEFGRID3
* xyz 1 1
O -5.60 2.26 6.31
C -5.39 1.38 5.10
C -6.30 0.05 5.34
N -6.35 -0.95 4.22
C -5.93 -2.25 4.92
C -4.26 -2.19 4.81
C -3.83 -1.19 3.55
C -5.39 -0.88 3.05
I -5.70 0.63 1.47
H -5.83 1.70 7.11
H -5.69 2.04 4.19
H -4.23 1.13 5.12
H -7.43 0.40 5.53
H -5.96 -0.41 6.39
H -7.36 -1.11 3.93
H -6.40 -2.50 5.96
H -6.36 -3.11 4.24
H -3.88 -1.74 5.84
H -3.97 -3.34 4.64
H -3.14 -1.72 2.72
H -3.18 -0.24 3.79
H -5.66 -1.88 2.47
C -3.93 -0.88 -2.23
C -4.11 -1.25 -0.90
C -3.40 -2.33 -0.37
C -2.51 -3.04 -1.18
C -2.34 -2.69 -2.51
C -3.04 -1.60 -3.04
C -1.44 -3.47 -3.39
O -1.29 -3.16 -4.56
C -0.73 -4.64 -2.83
C 0.08 -5.42 -3.66
C 0.77 -6.52 -3.13
C 0.65 -6.83 -1.78
C -0.16 -6.05 -0.95
C -0.86 -4.96 -1.48
C -1.74 -4.17 -0.60
O -1.85 -4.44 0.59
H -4.48 -0.04 -2.65
H -4.81 -0.70 -0.28
H -3.54 -2.60 0.67
H -2.91 -1.31 -4.08
H 0.18 -5.18 -4.71
H 1.39 -7.13 -3.78
H 1.19 -7.68 -1.36
H -0.25 -6.30 0.11
C 8.81 -9.02 -6.70
C 8.22 -9.00 -5.44
C 6.83 -8.93 -5.31
C 6.03 -8.87 -6.46
C 6.62 -8.86 -7.72
C 8.01 -8.95 -7.84
C 5.78 -8.75 -8.93
O 6.30 -8.75 -10.05
C 4.32 -8.63 -8.79
C 3.52 -8.46 -9.93
C 2.13 -8.36 -9.80
C 1.54 -8.43 -8.54
C 2.33 -8.59 -7.41
C 3.73 -8.68 -7.53
C 4.56 -8.82 -6.32
O 4.04 -8.88 -5.21
H 9.89 -9.08 -6.80
H 8.84 -9.04 -4.54
H 6.38 -8.92 -4.32
H 8.48 -8.96 -8.83
H 3.97 -8.40 -10.92
H 1.52 -8.22 -10.69
H 0.46 -8.36 -8.44
H 1.86 -8.64 -6.42
C -7.65 1.03 11.59
C -7.83 0.66 12.92
C -7.12 -0.41 13.45
C -6.23 -1.13 12.65
C -6.06 -0.78 11.31
C -6.76 0.31 10.78
C -5.16 -1.56 10.43
O -5.01 -1.25 9.26
C -4.45 -2.72 11.00
C -3.64 -3.51 10.17
C -2.95 -4.60 10.69
C -3.07 -4.92 12.05
C -3.88 -4.14 12.88
C -4.58 -3.05 12.35
C -5.46 -2.25 13.22
O -5.57 -2.53 14.41
H -8.20 1.88 11.17
H -8.53 1.22 13.55
H -7.26 -0.69 14.49
H -6.63 0.60 9.74
H -3.54 -3.27 9.11
H -2.33 -5.22 10.04
H -2.53 -5.76 12.46
H -3.97 -4.39 13.93
C 0.64 1.57 -4.23
C -0.39 0.85 -3.64
C -1.26 1.48 -2.74
C -1.08 2.83 -2.42
C -0.02 3.54 -2.99
C 0.83 2.91 -3.91
C 0.21 4.95 -2.63
O 1.13 5.58 -3.14
C -0.68 5.60 -1.64
C -0.44 6.92 -1.24
C -1.28 7.53 -0.32
C -2.37 6.84 0.21
C -2.61 5.52 -0.18
C -1.76 4.90 -1.10
C -2.00 3.49 -1.48
O -2.96 2.88 -1.02
H 1.31 1.08 -4.94
H -0.53 -0.21 -3.87
H -2.07 0.91 -2.28
H 1.64 3.47 -4.37
H 0.41 7.47 -1.65
H -1.09 8.56 -0.01
H -3.03 7.32 0.92
H -3.46 4.98 0.23
C 3.21 11.20 -0.10
C 3.89 12.35 -0.50
C 3.27 13.60 -0.40
C 1.96 13.69 0.10
C 1.28 12.54 0.48
C 1.91 11.29 0.39
C -0.12 12.62 0.95
O -0.72 11.61 1.29
C -0.78 13.94 1.01
C -2.12 14.03 1.41
C -2.76 15.27 1.47
C -2.05 16.43 1.16
C -0.71 16.35 0.76
C -0.08 15.10 0.68
C 1.32 15.02 0.22
O 1.94 16.04 -0.06
H 3.70 10.23 -0.17
H 4.90 12.28 -0.89
H 3.80 14.50 -0.71
H 1.38 10.39 0.69
H -2.68 13.12 1.66
H -3.80 15.33 1.78
H -2.54 17.40 1.22
H -0.17 17.26 0.51
C 3.83 -4.85 -5.48
C 3.43 -3.58 -5.87
C 4.34 -2.52 -5.85
C 5.66 -2.74 -5.42
C 6.05 -4.01 -5.00
C 5.13 -5.08 -5.04
C 7.42 -4.25 -4.49
O 7.76 -5.36 -4.13
C 8.36 -3.11 -4.43
C 9.64 -3.31 -3.90
C 10.54 -2.24 -3.84
C 10.17 -0.99 -4.32
C 8.89 -0.79 -4.85
C 7.98 -1.85 -4.89
C 6.62 -1.62 -5.41
O 6.29 -0.52 -5.83
H 3.12 -5.68 -5.50
H 2.41 -3.40 -6.20
H 4.03 -1.53 -6.16
H 5.44 -6.07 -4.73
H 9.94 -4.28 -3.52
H 11.54 -2.39 -3.43
H 10.88 -0.16 -4.29
H 8.61 0.19 -5.22
*
```

Löwdin atomic charge list, values in e, 8 entries: atom 1 (O): -0.118, atom 2 (C): -0.188, atom 3 (C): -0.122, atom 4 (N): -0.168, atom 5 (C): -0.126, atom 6 (C): -0.105, atom 7 (C): -0.133, atom 8 (C): -0.640


Computed, not measured: 2 unconnected molecules or ions with the total composition C3H10NO3 at a distorted geometry, with ωB97M-V with the def2-TZVPD basis set.

Summary:
Gap between HOMO and LUMO   11.67 eV
HOMO level   -0.5573 Ha
Energy relative to the best compared isomer or geometry (same formula, charge and spin)   2.341 eV

The geometry in ORCA input format:
```
! wB97M-V def2-TZVPD RIJCOSX def2/J DEFGRID3
* xyz 1 1
O -0.69 -2.10 -0.71
C -0.49 -0.88 -1.36
C 0.69 -0.21 -0.72
N 0.34 -0.02 0.74
C 1.50 0.92 1.33
O -0.83 -0.44 -2.45
H -1.52 -2.54 -1.11
H 0.73 0.81 -1.17
H 1.75 -0.70 -0.75
H -0.57 0.45 0.86
H 0.29 -0.93 1.19
H 1.31 1.23 2.30
H 1.58 1.89 0.80
H 2.34 0.22 1.46
H -2.48 1.30 0.29
H -2.20 0.10 -0.54
O -1.77 0.88 -0.18
*
```

Löwdin atomic charge list, values in e, 8 entries: atom 1 (O): 0.088, atom 2 (C): -0.517, atom 3 (C): -0.052, atom 4 (N): 0.013, atom 5 (C): 0.056, atom 6 (O): 0.156, atom 7 (H): 0.184, atom 8 (H): 0.154


Computed, not measured: a gas-phase ion, C2H2N3S3 (charge -1) at a distorted geometry, with ωB97M-V with the def2-TZVPD basis set.

Summary:
Gap between HOMO and LUMO (alpha / beta)   5.85 / 5.85 eV
HOMO level (alpha / beta)   -0.1049 / -0.1049 Ha
Energy relative to the best compared isomer or geometry (same formula, charge and spin)   2.125 eV
SMILES string   S=C=C([S-])NNN=S

The geometry in ORCA input format:
```
! wB97M-V def2-TZVPD RIJCOSX def2/J DEFGRID3
* xyz -1 1
S -4.31 -0.41 0.20
C -2.93 0.27 -0.05
C -1.88 1.13 0.17
S -1.82 2.82 -0.23
N -0.59 0.58 0.16
N -0.42 -0.77 -0.01
N -1.50 -1.51 -0.14
S -1.32 -3.13 -0.14
H 0.03 1.25 -0.36
H 0.49 -1.18 0.15
*
```

Löwdin atomic charge list, values in e, 8 entries: atom 1 (S): 0.575, atom 2 (C): -0.757, atom 3 (C): -0.921, atom 4 (S): 0.309, atom 5 (N): -0.090, atom 6 (N): -0.123, atom 7 (N): -0.579, atom 8 (S): 0.375


Computed, not measured: a gas-phase ion, C5H15ClN3 (charge +1) at a distorted geometry, with ωB97M-V with the def2-TZVPD basis set.

Summary:
Gap between HOMO and LUMO   10.43 eV
HOMO level   -0.4873 Ha
Energy relative to the best compared isomer or geometry (same formula, charge and spin)   4.418 eV
SMILES string   CN(Cl)N(C)C[NH+](C)C

The geometry in ORCA input format:
```
! wB97M-V def2-TZVPD RIJCOSX def2/J DEFGRID3
* xyz 1 1
C 1.04 2.45 -0.79
N 0.19 1.30 -1.00
Cl -1.30 1.54 -1.85
N -0.34 0.84 0.62
C -1.52 1.51 1.06
C -0.79 -0.53 0.31
N 0.37 -1.24 -0.23
C -0.04 -2.60 -0.76
C 1.35 -1.41 0.86
H 1.66 2.69 -1.84
H 0.40 3.31 -0.65
H 1.83 2.06 -0.11
H -2.48 1.15 0.80
H -1.24 1.55 2.18
H -1.41 2.55 0.81
H -1.24 -1.04 1.30
H -1.66 -0.33 -0.36
H 0.77 -0.68 -1.12
H -0.12 -2.59 -1.79
H 0.54 -3.41 -0.51
H -1.04 -2.93 -0.46
H 1.71 -0.46 1.33
H 1.13 -2.00 1.75
H 2.19 -1.74 0.45
*
```

Löwdin atomic charge list, values in e, 8 entries: atom 1 (C): -0.169, atom 2 (N): -0.545, atom 3 (Cl): 0.698, atom 4 (N): -0.147, atom 5 (C): -0.151, atom 6 (C): -0.247, atom 7 (N): -0.151, atom 8 (C): 0.028


Computed, not measured: a molecular structure, C54H58CoN8O3PS2Se at a distorted geometry, with ωB97M-V with the def2-TZVPD basis set.

Summary:
Gap between HOMO and LUMO (alpha / beta)   6.36 / 6.34 eV
HOMO level (alpha / beta)   -0.3467 / -0.3461 Ha
Energy relative to the best compared isomer or geometry (same formula, charge and spin)   0.000 eV

The geometry in ORCA input format:
```
! wB97M-V def2-TZVPD RIJCOSX def2/J DEFGRID3
* xyz 1 4
Co -1.37 0.34 0.55
S -6.30 3.36 0.07
C -7.92 3.91 0.02
C -8.82 2.89 0.03
C -8.20 1.62 0.06
C -6.83 1.70 0.08
C -5.88 0.62 0.12
C -4.52 0.88 0.37
N -3.57 -0.02 0.41
C -3.92 -1.31 0.23
C -5.26 -1.70 0.00
C -5.58 -3.09 -0.09
C -4.63 -4.04 0.02
C -3.26 -3.68 0.20
C -2.24 -4.63 0.28
C -0.93 -4.23 0.47
C -0.69 -2.84 0.59
N -1.62 -1.92 0.51
C -2.90 -2.31 0.31
C 0.14 -5.20 0.53
C 0.12 -6.49 0.05
C 1.33 -7.17 0.23
C 2.27 -6.41 0.86
S 1.68 -4.84 1.24
C -6.24 -0.71 -0.08
H -8.12 4.96 -0.01
H -9.89 3.03 0.00
H -8.75 0.70 0.09
H -4.22 1.90 0.57
H -6.62 -3.36 -0.24
H -4.88 -5.09 -0.03
H -2.49 -5.68 0.21
H 0.32 -2.48 0.75
H -0.73 -6.93 -0.45
H 1.50 -8.18 -0.10
H 3.27 -6.68 1.13
H -7.26 -0.98 -0.28
Se -0.79 5.27 -5.40
N -1.17 5.48 -3.70
C -1.32 4.30 -3.14
C -1.64 4.09 -1.75
C -1.85 5.14 -0.86
C -2.16 4.84 0.45
C -2.24 3.50 0.83
N -2.02 2.50 0.00
C -1.73 2.77 -1.28
C -1.51 1.64 -2.16
N -1.56 0.41 -1.62
C -1.42 -0.63 -2.42
C -1.23 -0.53 -3.79
C -1.13 0.72 -4.36
C -1.26 1.84 -3.53
C -1.15 3.19 -4.02
N -0.86 3.51 -5.27
H -1.78 6.16 -1.21
H -2.34 5.61 1.17
H -2.50 3.23 1.84
H -1.48 -1.60 -1.96
H -1.16 -1.42 -4.39
H -0.96 0.86 -5.42
C -1.37 0.63 5.02
C -1.24 0.72 3.53
N -1.84 -0.06 2.70
O -2.66 -1.04 3.25
C -0.40 1.71 2.91
C 0.25 2.85 3.65
N -0.22 1.59 1.63
O 0.50 2.38 0.97
H -2.04 -0.18 5.28
H -1.77 1.57 5.42
H -0.40 0.45 5.47
H -3.07 -1.48 2.50
H 0.24 2.70 4.73
H -0.26 3.78 3.40
H 1.28 2.95 3.31
O 0.81 -0.20 -0.21
P 2.30 -0.17 -0.25
C 2.93 0.37 1.42
C 4.43 0.51 1.70
C 4.92 -0.51 2.73
C 4.21 -0.28 4.07
C 2.70 -0.09 3.88
C 2.26 -0.52 2.48
C 2.82 -1.95 -0.52
C 2.00 -2.60 -1.64
C 2.69 -2.59 -3.01
C 4.07 -3.21 -2.90
C 4.92 -2.39 -1.94
C 4.29 -2.37 -0.55
C 2.87 0.89 -1.70
C 4.34 1.28 -1.74
C 4.65 2.60 -1.03
C 3.77 3.71 -1.60
C 2.32 3.37 -1.31
C 1.93 2.06 -1.99
H 2.46 1.36 1.49
H 4.63 1.50 2.11
H 5.02 0.41 0.79
H 6.00 -0.40 2.87
H 4.73 -1.53 2.38
H 4.63 0.61 4.54
H 4.42 -1.12 4.73
H 2.44 0.96 4.02
H 2.15 -0.67 4.62
H 1.18 -0.46 2.38
H 2.54 -1.57 2.33
H 2.41 -2.35 0.42
H 1.04 -2.09 -1.70
H 1.82 -3.65 -1.38
H 2.77 -1.58 -3.40
H 2.07 -3.16 -3.72
H 4.55 -3.24 -3.88
H 3.98 -4.24 -2.53
H 5.03 -1.38 -2.33
H 5.92 -2.83 -1.86
H 4.88 -1.73 0.11
H 4.35 -3.39 -0.15
H 2.69 0.16 -2.50
H 4.63 1.40 -2.79
H 4.95 0.48 -1.32
H 5.70 2.84 -1.17
H 4.45 2.51 0.04
H 3.93 3.79 -2.67
H 4.03 4.67 -1.15
H 1.66 4.16 -1.67
H 2.16 3.27 -0.23
H 1.91 2.23 -3.07
H 0.92 1.78 -1.68
*
```

Löwdin atomic charge list, values in e, 8 entries: atom 1 (Co): 0.711, atom 2 (S): 1.060, atom 3 (C): -0.395, atom 4 (C): -0.170, atom 5 (C): -0.106, atom 6 (C): -0.468, atom 7 (C): -0.181, atom 8 (C): -0.064


Computed, not measured: 2 unconnected molecules or ions with the total composition ClH3NO2P at a distorted geometry, with ωB97M-V with the def2-TZVPD basis set.

Summary:
Gap between HOMO and LUMO   10.17 eV
HOMO level   -0.3750 Ha
Energy relative to the best compared isomer or geometry (same formula, charge and spin)   3.058 eV
SMILES string   NOP=O.Cl

The geometry in ORCA input format:
```
! wB97M-V def2-TZVPD RIJCOSX def2/J DEFGRID3
* xyz 0 1
N 2.66 -0.17 0.20
O 1.32 0.24 0.68
P 0.02 0.95 0.07
O 0.38 1.51 -1.23
H 2.85 -1.23 0.26
H 2.72 0.21 -0.80
Cl -5.17 -0.20 0.63
H -4.77 -1.32 0.21
*
```

Want to see where the charge sits? The Löwdin charges in e are: atom 1 (N): 0.008, atom 2 (O): -0.520, atom 3 (P): 0.781, atom 4 (O): -0.470, atom 5 (H): 0.111, atom 6 (H): 0.094, atom 7 (Cl): 0.268, atom 8 (H): -0.270


Computed, not measured: a molecular structure, C21H53Cl2GaO5P, with ωB97M-V with the def2-TZVPD basis set.

Summary:
Gap between HOMO and LUMO   6.02 eV
HOMO level   -0.1328 Ha

The geometry in ORCA input format:
```
! wB97M-V def2-TZVPD RIJCOSX def2/J DEFGRID3
* xyz -1 1
C 1.86 -2.96 1.22
C 0.67 -3.51 0.44
P 0.64 -3.34 -1.41
C 2.20 -4.24 -1.91
Ga 1.00 -1.04 -1.92
C 2.85 -0.74 -2.77
Cl 2.85 -0.53 -4.53
C 4.06 -0.66 -2.22
C 5.41 -0.41 -2.82
Cl 4.11 -0.78 -0.46
H 2.81 -3.32 0.83
H 1.80 -3.24 2.28
H 1.87 -1.87 1.17
H 0.51 -4.56 0.69
H -0.23 -2.96 0.75
H 1.98 -5.29 -2.11
H 2.59 -3.79 -2.82
H 2.99 -4.19 -1.15
H -0.02 -0.67 -3.09
H 0.75 -0.12 -0.64
H 6.17 -0.98 -2.29
H 5.41 -0.69 -3.87
H 5.69 0.64 -2.75
C 2.20 1.01 2.76
C 3.33 2.03 2.75
C 3.04 3.17 1.79
O 4.58 1.41 2.45
H 2.08 0.58 1.76
H 2.42 0.20 3.46
H 1.25 1.47 3.03
H 3.46 2.44 3.76
H 2.95 2.79 0.77
H 3.84 3.91 1.81
H 2.11 3.67 2.05
H 4.47 1.02 1.58
C -3.49 2.37 -2.69
C -2.46 2.77 -1.65
C -2.22 4.28 -1.64
O -1.26 2.05 -1.82
H -3.13 2.63 -3.69
H -3.65 1.29 -2.66
H -4.45 2.87 -2.53
H -2.82 2.47 -0.66
H -1.82 4.59 -2.62
H -1.48 4.54 -0.88
H -3.14 4.83 -1.46
H -0.88 2.24 -2.68
C -2.72 -0.86 -5.56
C -2.14 -2.13 -4.98
C -2.50 -3.36 -5.80
O -2.52 -2.29 -3.62
H -3.82 -0.91 -5.57
H -2.42 0.00 -4.95
H -2.38 -0.69 -6.58
H -1.05 -2.03 -4.93
H -3.59 -3.49 -5.81
H -2.05 -4.25 -5.35
H -2.15 -3.27 -6.83
H -3.47 -2.39 -3.56
C -4.27 -4.78 2.52
C -3.07 -3.86 2.70
C -3.21 -2.59 1.87
O -1.85 -4.52 2.40
H -4.34 -5.09 1.47
H -4.15 -5.68 3.13
H -5.20 -4.29 2.79
H -2.98 -3.59 3.75
H -3.25 -2.83 0.81
H -2.35 -1.94 2.02
H -4.12 -2.04 2.13
H -1.85 -4.75 1.46
C 0.00 6.11 5.45
C 0.64 4.95 4.71
C 0.97 3.79 5.64
O 1.80 5.37 3.99
H 0.69 6.50 6.21
H -0.24 6.92 4.75
H -0.92 5.80 5.95
H -0.04 4.60 3.92
H 1.68 4.12 6.40
H 1.42 2.97 5.08
H 0.08 3.43 6.14
H 2.45 5.69 4.63
*
```

Löwdin atomic charge list, values in e, 8 entries: atom 1 (C): -0.196, atom 2 (C): -0.556, atom 3 (P): 0.705, atom 4 (C): -0.399, atom 5 (Ga): 0.143, atom 6 (C): -0.787, atom 7 (Cl): 0.504, atom 8 (C): -0.832


Number 1: E_tot -15236.576 eV. Number 2: E_tot -130521.114 eV. Number 3: E_tot -10898.122 eV. Number 4: E_tot -39079.645 eV. Number 5: E_tot -22409.594 eV. Number 6: E_tot -208933.142 eV. Number 7: E_tot -27443.789 eV. Number 8: E_tot -119584.217 eV.